Entry from the Open Molecules 2025 dataset: a cluster of 2 separate species, C15H33NO5Si in total in a non-equilibrium geometry (ωB97M-V/def2-TZVPD).

XYZ file:
```
55
Properties=species:S:1:pos:R:3:forces:R:3
C 3.14899 -3.69069 1.17329 -0.376 0.347 0.217
C 3.93802 -2.47125 0.38618 0.875 -1.569 1.172
N 3.06846 -1.26091 0.09130 -0.422 0.127 1.658
C 4.03589 -0.12604 -0.15829 1.472 1.244 -0.224
C 3.41575 1.15505 -0.97164 -0.055 -0.662 -1.449
O 2.19457 1.73412 -0.39202 2.237 0.594 1.019
Si 2.53604 2.99912 0.77734 -0.844 0.218 1.049
C 1.18895 2.94125 2.20526 -0.280 -1.004 -0.012
C 4.24163 2.86463 1.65933 0.680 -0.779 0.835
C 2.42806 4.75780 -0.00011 0.076 0.805 -0.554
C 2.15943 -1.01740 1.27523 1.112 3.416 6.092
O 2.58112 -0.31985 2.36701 -2.552 -4.420 -7.049
O 0.75902 -1.54340 1.39424 3.743 1.865 -2.505
C -0.01475 -1.24627 0.17874 -2.114 -0.121 -1.404
C -0.85354 0.17353 0.23202 -0.564 0.079 -0.795
C -2.36442 -0.00574 0.88816 -0.331 -0.211 0.208
C -3.55650 -0.15412 -0.22925 -0.289 -0.899 0.267
O -3.67303 0.97597 -1.16482 1.136 0.160 1.173
H 2.02619 -3.80543 0.78443 2.650 0.078 0.663
H 3.77192 -4.67120 1.03240 -1.354 1.844 0.199
H 3.06423 -3.48180 2.34514 0.283 -0.289 -2.636
H 4.82002 -2.12709 1.11132 -1.749 -0.690 -1.489
H 4.45969 -2.90461 -0.59604 -1.484 1.207 1.965
H 4.89519 -0.57394 -0.85595 -2.009 0.935 1.366
H 4.61267 0.22947 0.82467 -1.521 -0.824 -1.912
H 3.10820 0.75534 -2.05366 0.624 0.865 2.339
H 4.23362 2.00447 -1.15198 -1.487 -1.992 0.527
H 0.20117 3.44852 1.83474 1.791 -0.832 0.953
H 0.97446 1.78600 2.36698 0.368 2.406 0.045
H 1.60682 3.41468 3.21344 -1.049 -0.963 -2.236
H 4.35432 3.78450 2.39864 -0.082 -1.745 -1.787
H 4.23588 1.90387 2.36777 0.143 1.952 -1.659
H 5.11494 2.79297 0.87009 -1.480 0.281 1.883
H 2.49560 4.64325 -1.17995 -0.204 0.658 2.433
H 1.42383 5.29270 0.34117 2.102 -1.134 -0.996
H 3.32877 5.40649 0.41344 -1.827 -1.264 -1.053
H -0.84062 -2.10300 0.09246 1.870 1.739 0.311
H 0.59214 -1.28827 -0.82107 -0.700 0.088 2.221
H -0.26588 1.05657 0.72915 -1.016 -1.969 -0.856
H -1.02406 0.49120 -0.90410 0.481 -0.679 2.343
H -2.37507 -1.00781 1.53684 -0.053 2.290 -1.259
H -2.65856 0.91363 1.58978 0.788 -2.015 -1.457
H -3.42391 -1.14271 -0.87886 -0.063 2.156 1.308
H -4.62431 -0.27352 0.28918 2.377 0.291 -0.792
H -3.09792 1.75114 -0.89625 -0.951 -1.615 -0.153
C -7.18898 -2.66610 -1.37754 0.259 -0.285 0.338
C -6.07119 -2.45195 -2.36280 1.497 -0.626 0.194
C -6.36667 -1.60967 -3.57489 0.453 -0.033 -0.205
O -4.95915 -2.94629 -2.18432 -1.409 0.624 -0.195
H -6.83133 -3.29295 -0.55376 -0.056 0.140 -0.201
H -7.51445 -1.70556 -0.97035 -0.165 -0.063 -0.146
H -8.02338 -3.17448 -1.86706 -0.071 0.217 0.034
H -6.65548 -0.60200 -3.26563 -0.167 -0.099 -0.067
H -7.16449 -2.07096 -4.16238 -0.099 0.175 0.101
H -5.46793 -1.54128 -4.19706 -0.194 -0.022 0.177
```
Positions in Å, forces in eV/Å.

Computed properties:
LUMO energy   0.6 eV
Total charge   0
Highest occupied orbital energy   -0.3549 Eh
Frontier orbital gap   10.3 eV
Structure (SMILES)   CCN(CCO[Si](C)(C)C)C(=O)OCCCCO.CC(C)=O
Total energy   -1311.5864 a.u.

Löwdin atomic charge list, values in e, 8 entries: -0.108 -0.234 -0.096 -0.178 -0.227 -0.290 0.452 -0.209

Entry from the Open Molecules 2025 dataset: a cluster of 7 separate species, C15H34N2O5S2 in total in a non-equilibrium geometry (ωB97M-V/def2-TZVPD).

XYZ file:
```
58
Properties=species:S:1:pos:R:3:forces:R:3
C -0.02838 2.73542 2.16097 1.810 0.507 -0.263
O -1.12033 2.02962 2.54025 -2.905 -0.557 0.354
H 0.72183 2.05623 1.75601 0.490 0.181 0.088
H -0.24258 3.46520 1.38017 -0.452 -0.061 -0.094
H 0.35738 3.30309 3.00775 0.514 0.060 0.049
H -0.93552 1.15614 2.89306 0.596 -0.156 -0.294
C -1.34520 -2.77428 -2.81318 0.710 -0.151 -0.206
O -1.25341 -3.57987 -1.66136 -0.238 -0.611 -0.126
H -1.19292 -3.35625 -3.72215 -0.391 -0.403 -0.033
H -2.31345 -2.27535 -2.85417 0.083 0.191 -0.070
H -0.50588 -2.08049 -2.86105 -0.270 0.433 0.159
H -0.55182 -3.24703 -1.09692 -0.061 0.405 0.166
C -0.73189 -0.27582 -0.86124 0.093 -1.732 0.804
O -0.25372 -1.40772 -0.08770 0.582 0.337 -0.985
H -1.75769 -0.54732 -1.11052 -0.259 0.771 -0.166
H -0.63269 0.61402 -0.23960 -0.155 0.276 -0.454
H -0.15716 -0.28442 -1.78736 0.049 0.510 0.187
H -0.69415 -1.35940 0.76394 0.014 0.091 0.682
N -3.98312 4.44918 -2.98529 -0.789 -0.256 -0.766
C -4.18227 3.29375 -2.23987 0.828 1.002 -0.384
C -3.62534 2.23474 -2.93432 -0.033 1.300 -0.581
C -3.24293 2.79230 -4.20834 0.551 0.282 -0.654
C -3.49464 4.14866 -4.25566 -0.650 -0.824 2.099
H -4.24745 5.38628 -2.71679 -0.225 -0.397 0.091
H -4.70509 3.42548 -1.30407 0.373 -0.424 0.146
H -3.40210 1.24474 -2.56490 -0.389 0.034 -0.137
H -2.73673 2.34105 -5.04889 -0.196 -0.557 0.172
H -3.57116 4.89134 -5.03602 0.553 -0.179 0.025
N 3.90071 -0.31178 2.25272 -1.477 1.104 0.101
C 4.25459 -0.19193 3.56779 -0.374 -0.152 0.280
C 3.13357 -0.34607 4.37598 0.968 0.093 -1.700
C 2.03625 -0.50377 3.46261 -0.124 0.209 -0.035
C 2.49185 -0.34664 2.15557 1.797 -1.214 1.315
H 4.50973 -0.27572 1.44780 0.099 0.130 0.063
H 5.24406 0.11246 3.87550 0.102 -0.385 -0.195
H 3.23974 -0.31498 5.45030 -0.604 -0.079 -0.062
H 1.03009 -0.79248 3.72852 0.037 0.438 -0.094
H 2.03795 -0.41758 1.17815 -0.234 -0.204 0.259
C 3.05873 -0.33405 -2.04914 0.132 -0.400 -0.040
S 4.84895 0.15980 -1.82622 -1.534 -0.514 0.387
O 5.33172 -0.67282 -0.65265 -0.172 0.598 -1.353
C 5.39663 -0.66095 -3.40055 0.515 -0.521 1.558
H 2.91496 -1.38715 -1.80746 0.742 -0.310 -0.127
H 2.79087 -0.21108 -3.09853 -0.062 0.312 0.068
H 2.31460 0.10059 -1.38170 0.481 0.851 -0.032
H 6.47258 -0.67686 -3.22689 0.082 -0.190 -0.255
H 5.19790 -0.23547 -4.38420 -0.440 0.332 0.444
H 4.99930 -1.66600 -3.25882 0.150 -0.113 -0.467
C -3.54864 -0.91761 3.00794 -0.655 -1.017 -0.183
S -1.91861 -1.38165 3.54637 1.958 0.807 0.646
O -0.92001 -0.86327 2.50409 -1.319 -0.468 0.637
C -1.80314 -3.18338 3.41995 -1.519 0.444 -0.225
H -3.80874 -1.48489 2.11427 0.016 0.430 -0.335
H -3.60036 0.16647 2.90711 0.384 -0.123 -0.293
H -4.28800 -1.19044 3.76095 0.188 -0.121 0.278
H -0.81416 -3.51282 3.73852 0.005 0.302 -0.498
H -2.13637 -3.39025 2.40296 0.686 -0.465 -0.158
H -2.53836 -3.64891 4.07633 -0.059 0.155 0.206
```
Positions in Å, forces in eV/Å.

Computed properties:
LUMO energy   0.4 eV
Total charge   0
Relative energy (zero: lowest compared OMol25 entry of this formula, charge and spin)   77.98 kJ/mol
Highest occupied orbital energy   -0.2783 Eh
Frontier orbital gap   7.9 eV
Total energy   -1873.8454 a.u.

Löwdin atomic charge list, values in e, 8 entries: -0.208 -0.126 0.067 0.078 0.079 0.027 -0.179 -0.123

Entry from the Open Molecules 2025 dataset: a structure of composition C15H35AsLiNO3P2SSe2 (ωB97M-V/def2-TZVPD).

XYZ file:
```
61
Properties=species:S:1:pos:R:3:forces:R:3
Li -0.86481 1.24734 0.00552 -0.476 -0.131 -0.180
C 4.85592 -1.33351 0.29569 0.029 0.029 0.023
P 3.06803 -1.01888 0.66874 0.011 -0.011 0.012
C 2.31285 -1.81737 -0.79050 0.001 -0.020 -0.050
C 2.99378 0.75467 0.15217 0.028 -0.013 -0.070
C 3.27791 1.74066 1.29871 0.068 0.019 0.005
P 1.85854 2.87800 1.64676 0.035 -0.109 0.113
C 2.59663 3.74459 3.10290 0.036 0.089 -0.022
C 2.18583 4.13152 0.35186 -0.012 0.024 -0.063
H 5.10369 -2.37711 0.49943 -0.013 -0.005 -0.002
H 5.48037 -0.70983 0.94026 0.002 -0.004 0.002
H 5.09627 -1.11245 -0.74790 -0.014 0.006 -0.003
H 2.54264 -2.88532 -0.79413 -0.019 -0.006 0.019
H 2.64828 -1.39148 -1.73830 0.018 -0.002 0.015
H 1.22942 -1.69733 -0.76752 0.023 0.012 0.005
H 2.00030 0.90711 -0.27575 -0.026 -0.022 0.076
H 3.70573 0.89746 -0.66577 -0.046 0.024 -0.035
H 4.15845 2.35457 1.07678 0.012 -0.013 0.017
H 3.50440 1.20390 2.22706 -0.066 -0.026 0.003
H 3.63963 4.02866 2.92853 -0.005 0.005 -0.009
H 2.54989 3.09519 3.97910 0.006 -0.005 0.000
H 2.02238 4.64677 3.32039 -0.020 -0.010 -0.005
H 3.20739 4.52005 0.41505 0.001 -0.005 0.011
H 1.46643 4.94882 0.42305 0.008 -0.006 0.014
H 2.03607 3.67231 -0.62711 -0.007 -0.009 0.007
O -4.50943 0.53870 -3.27563 0.007 0.000 0.007
C -3.13203 0.16284 -3.17484 -0.012 0.004 -0.013
C -2.93155 -1.26886 -2.66475 -0.053 0.009 0.003
C -3.30235 -2.25049 -3.78704 0.017 -0.018 0.032
O -2.82585 -3.57372 -3.55894 0.016 -0.009 -0.014
C -3.84374 -1.53440 -1.45275 0.048 -0.056 -0.050
Se -3.75088 -0.23242 0.03963 0.028 0.119 -0.044
C -1.46636 -1.44787 -2.23619 -0.277 0.042 0.142
Se -0.11067 -1.63237 -3.66067 0.000 0.010 -0.057
H -4.79106 0.67049 -2.35750 -0.006 0.002 0.006
H -2.61954 0.85751 -2.50376 0.017 -0.004 -0.011
H -2.69193 0.26658 -4.16703 -0.006 -0.005 -0.005
H -2.88409 -1.87299 -4.72531 -0.006 -0.006 -0.001
H -4.38890 -2.31137 -3.88739 -0.007 -0.002 0.003
H -1.85750 -3.48794 -3.66125 -0.001 0.004 0.003
H -3.62331 -2.53621 -1.07533 0.005 0.002 -0.013
H -4.88046 -1.54607 -1.79066 -0.013 0.002 0.033
H -1.41168 -2.33796 -1.60556 0.022 -0.028 -0.037
H -1.28391 -0.60235 -1.56966 0.404 -0.046 -0.063
C -1.47870 -2.73110 1.38196 0.010 0.039 0.086
As -0.78126 -1.08374 2.06849 -0.044 0.049 -0.008
C 0.55723 -1.56645 3.37878 0.001 -0.057 -0.031
C -2.07038 -0.14511 3.14424 0.028 -0.037 0.023
O -0.06703 -0.14396 0.91125 0.145 0.152 0.040
H -1.72115 -3.40413 2.20538 0.000 -0.001 -0.002
H -0.70976 -3.16507 0.74356 -0.018 -0.006 -0.016
H -2.36550 -2.47245 0.80441 0.003 -0.029 -0.013
H 0.06991 -1.94573 4.27803 0.011 -0.015 0.003
H 1.13289 -0.67050 3.60607 -0.014 0.005 0.017
H 1.23605 -2.30940 2.96630 -0.001 0.015 -0.012
H -2.32706 -0.75325 4.01280 0.007 0.002 0.006
H -2.95269 0.05080 2.54023 -0.005 -0.002 -0.012
H -1.59474 0.78296 3.46301 -0.016 0.003 0.006
S -1.12011 5.90740 -0.34057 -0.001 -0.022 -0.007
C -1.10080 4.26225 -0.45414 -0.052 0.034 0.009
N -1.07770 3.09804 -0.52022 0.188 0.042 0.103
```
Positions in Å, forces in eV/Å.

Computed properties:
LUMO energy   4.2 eV
Total charge   -2
Highest occupied orbital energy   -0.0305 Eh
Frontier orbital gap   5.1 eV
Total energy   -9000.1917 a.u.

Löwdin atomic charge list, values in e, 8 entries: 0.453 -0.334 0.845 -0.330 -0.447 -0.468 0.855 -0.335

Entry from the Open Molecules 2025 dataset: a cluster of 6 separate species, C15H35ClN5O5 in total in a non-equilibrium geometry (ωB97M-V/def2-TZVPD).

XYZ file:
```
61
Properties=species:S:1:pos:R:3:forces:R:3
Cl 18.82171 -22.05189 -10.94799 0.285 0.255 -0.037
C 20.17604 -22.58969 -14.96992 0.121 0.022 0.377
C 20.58477 -21.16414 -14.73532 -0.060 0.959 -1.247
O 20.93073 -20.43530 -15.67092 0.107 -0.337 0.288
N 20.50223 -20.70640 -13.48080 0.272 -0.315 1.009
C 20.89830 -19.37488 -13.06591 -0.772 -0.095 -0.164
H 19.26853 -22.81418 -14.40636 0.006 -0.154 -0.040
H 20.99075 -23.22346 -14.61384 -0.101 -0.174 -0.008
H 20.03641 -22.74080 -16.03457 -0.065 -0.022 -0.010
H 20.07636 -21.28970 -12.76083 -0.070 0.053 -0.092
H 20.00682 -18.87565 -12.67648 0.126 0.190 0.052
H 21.24593 -18.82169 -13.93232 0.174 -0.039 -0.005
H 21.64240 -19.39741 -12.27103 0.165 -0.053 -0.087
C 15.20348 -21.03079 -15.19120 0.330 0.545 0.635
C 16.06981 -21.51753 -14.02661 -0.700 -0.620 -0.103
O 15.82917 -22.59548 -13.50159 -0.001 0.062 0.043
N 17.06499 -20.72048 -13.59712 0.010 0.695 -0.468
C 17.45718 -19.43868 -14.15866 0.773 0.166 0.440
H 15.02508 -19.96036 -15.07294 0.054 0.007 -0.303
H 14.22818 -21.50332 -15.14723 0.172 -0.397 -0.062
H 15.71760 -21.22436 -16.13064 -0.148 0.041 -0.134
H 17.51710 -20.96621 -12.71917 0.052 -0.458 -0.178
H 17.52583 -18.74418 -13.31662 -0.093 0.279 -0.251
H 16.82014 -19.02710 -14.93402 -0.419 -0.229 0.222
H 18.45076 -19.48051 -14.61735 -0.015 -0.166 0.087
C 15.30356 -19.66069 -10.87003 0.317 -0.357 -0.651
C 16.33511 -18.59544 -10.57442 -0.521 0.693 0.875
O 16.00057 -17.42132 -10.43791 0.079 0.019 -0.259
N 17.58556 -19.02680 -10.35075 0.113 -0.644 -0.662
C 18.70463 -18.19647 -9.96248 -0.618 0.111 0.659
H 15.75144 -20.63058 -11.09704 -0.026 -0.013 0.140
H 14.73959 -19.35773 -11.75275 -0.091 0.084 0.093
H 14.61467 -19.77452 -10.03706 0.030 0.151 0.098
H 17.74581 -20.01804 -10.50273 0.367 -0.022 0.143
H 18.49528 -17.15004 -10.17216 -0.032 -0.046 -0.365
H 19.61825 -18.53626 -10.43936 0.050 0.006 -0.015
H 18.80276 -18.24765 -8.87455 0.369 -0.060 0.009
C 20.47106 -25.24369 -12.05190 0.266 0.166 0.313
C 21.90188 -24.73607 -11.91396 0.810 -1.311 -0.227
O 22.83835 -25.53793 -11.90955 -0.200 0.425 0.098
N 22.10062 -23.40507 -11.81147 -1.160 0.016 -0.361
C 23.36249 -22.75464 -11.60168 0.018 0.358 0.169
H 20.45367 -26.30301 -12.29459 0.423 0.038 -0.198
H 19.92982 -24.69442 -12.81775 -0.266 0.159 0.242
H 19.98867 -25.17573 -11.07516 -0.247 0.435 -0.168
H 21.26284 -22.83723 -11.80445 0.030 0.011 0.213
H 23.48114 -22.51697 -10.53900 0.299 -0.116 -0.070
H 23.37651 -21.80896 -12.14972 -0.036 -0.051 -0.031
H 24.18587 -23.36404 -11.96275 -0.071 -0.173 0.130
C 19.18650 -21.24183 -7.02952 -0.475 -0.096 -0.829
C 20.57584 -20.70788 -7.26931 0.130 -0.240 0.511
O 21.30717 -20.34687 -6.35859 0.169 0.181 0.093
N 20.92723 -20.62797 -8.56407 -0.179 -0.149 -0.440
C 22.17962 -20.04200 -8.99530 -0.366 -0.175 0.309
H 19.02481 -21.66655 -6.04605 0.245 0.254 0.186
H 18.91076 -21.99148 -7.77713 0.130 -0.002 0.001
H 18.50215 -20.40991 -7.22295 -0.101 -0.038 0.315
H 20.28708 -21.01728 -9.24156 -0.041 -0.074 -0.309
H 23.01062 -20.60754 -8.57058 0.128 0.275 0.067
H 22.19462 -19.00097 -8.66696 0.394 -0.029 -0.027
H 22.25509 -20.08775 -10.07954 -0.140 -0.002 -0.019
```
Positions in Å, forces in eV/Å.

Computed properties:
LUMO energy   2.8 eV
Total charge   -1
Relative energy (zero: lowest compared OMol25 entry of this formula, charge and spin)   48.73 kJ/mol
Highest occupied orbital energy   -0.2518 Eh
Frontier orbital gap   9.6 eV
Total energy   -1702.9581 a.u.

Löwdin atomic charge list, values in e, 8 entries: -0.079 0.005 -0.577 -0.003 -0.007 -0.062 0.074 0.076